DFT (ωB97M-V/def2-TZVPD) results for a structure of composition C35H57As3ClIrN6O2S2.

Each line ends with the Mulliken charge.
Geometry (Å):
Ir  0.33843  1.37159  1.32610  1.1817
C  -2.86459  0.45080  -0.98569  -1.2678
As  -1.81344  0.33304  0.64221  1.1279
C  -1.38534  -1.56248  0.45746  -1.1575
C  -3.17933  0.07582  2.04233  -1.2879
C  -3.61094  1.24160  2.94176  2.4116
C  -4.18979  2.35315  2.06564  -1.8570
C  -2.46764  1.80648  3.80783  -1.2807
As  -1.01220  2.66593  2.85250  1.1039
C  -1.58071  4.37565  2.14630  -1.5249
C  0.04789  3.29849  4.34815  -1.3774
C  -4.74300  0.76098  3.87917  -2.1975
As  -4.76289  -0.88112  5.00967  0.3036
C  -2.88948  -1.09134  5.57129  -0.9241
C  -4.79348  -2.32561  3.67875  -0.9242
H  -3.48480  1.34677  -0.97650  0.4116
H  -3.49136  -0.43707  -1.02941  0.4798
H  -2.21020  0.47938  -1.85277  0.1228
H  -2.30871  -2.10780  0.25373  0.7177
H  -0.94215  -1.97501  1.35909  0.5225
H  -0.70182  -1.71556  -0.37458  -0.2652
H  -2.76517  -0.75874  2.60624  -0.2101
H  -4.09394  -0.28026  1.56325  0.9406
H  -3.44988  2.78783  1.39969  0.0506
H  -4.61048  3.15217  2.67797  0.3854
H  -4.99299  1.96105  1.43786  0.5032
H  -2.02650  1.04082  4.44514  0.0976
H  -2.81269  2.61524  4.45909  0.6850
H  -2.20333  4.85619  2.89999  0.5027
H  -2.12454  4.28468  1.21434  0.3768
H  -0.68425  4.97227  1.98225  0.4518
H  -0.53313  4.01586  4.92665  0.5368
H  0.95340  3.77933  3.98071  0.4220
H  0.31977  2.45612  4.98085  0.3605
H  -5.65713  0.64602  3.28697  0.5873
H  -4.95390  1.56212  4.59333  0.5273
H  -2.59875  -0.27299  6.22964  0.3259
H  -2.17637  -1.17865  4.74927  0.1044
H  -2.85021  -2.01316  6.15136  0.4599
H  -5.61785  -2.16412  2.98372  0.3162
H  -4.99487  -3.24594  4.22554  0.4373
H  -3.86727  -2.45172  3.12092  0.1140
S  0.60882  0.02593  3.22455  -0.2440
C  2.13585  0.83757  3.19732  0.0979
N  2.14100  1.69327  2.19861  1.0067
C  3.41248  2.20526  1.93444  -0.7920
C  3.79092  3.03731  0.88996  -0.2372
C  5.11777  3.41478  0.80542  -0.9837
C  6.05153  2.98257  1.75145  -0.6276
C  5.68041  2.15692  2.79467  -0.5959
C  4.35003  1.75904  2.87130  0.9224
S  3.62682  0.64832  4.01741  -0.1953
H  3.06442  3.36531  0.16400  0.4441
H  5.44291  4.05315  -0.00478  0.4450
H  7.08354  3.29104  1.66129  0.4185
H  6.40511  1.82701  3.52644  0.4331
C  0.38570  -1.93745  -5.81763  -1.9944
C  0.83675  -1.23319  -4.52826  2.7089
C  -0.14732  -1.63881  -3.42626  -1.2335
C  0.70841  0.27317  -4.80677  -2.1620
C  2.32727  -1.59123  -4.21613  1.5832
O  3.10774  -1.15476  -5.34386  -0.6857
C  2.66781  -3.09363  -4.04182  -1.3909
C  2.65157  -3.86532  -2.71422  -1.4502
C  1.32436  -4.29383  -2.14246  0.1344
C  0.38507  -4.97301  -2.91742  -0.1910
C  -0.84039  -5.35496  -2.39573  -0.6967
C  -1.12069  -5.08128  -1.06506  0.3603
Cl  -2.67271  -5.49297  -0.40093  -0.2113
C  -0.17531  -4.48463  -0.25254  -0.9529
C  1.03616  -4.08470  -0.80000  0.0258
C  3.03899  -0.70530  -3.15711  -2.7253
N  2.51245  -0.53006  -1.79447  1.2706
C  1.68088  0.40108  -1.33996  0.1432
N  1.56255  0.28330  -0.02088  -0.0463
C  2.35707  -0.78523  0.27680  -0.8565
N  2.95632  -1.28510  -0.76991  -0.8456
H  -0.67732  -1.74604  -5.97183  0.4801
H  0.50682  -3.01896  -5.77599  0.3962
H  0.90673  -1.55716  -6.69687  0.5191
H  -1.10398  -1.14957  -3.62259  0.7494
H  0.17400  -1.36511  -2.41964  -0.4388
H  -0.32773  -2.71142  -3.41679  0.1032
H  -0.27378  0.47302  -5.24021  0.5458
H  1.46345  0.60908  -5.51558  0.4097
H  0.78664  0.88861  -3.91094  0.2940
H  3.00272  -1.78743  -6.06329  0.5272
H  3.70585  -3.14420  -4.37948  0.4204
H  2.09061  -3.65351  -4.77904  0.5550
H  3.21888  -3.33333  -1.94959  0.4427
H  3.22135  -4.77505  -2.92474  0.5582
H  0.60377  -5.20563  -3.95343  0.4260
H  -1.57077  -5.86489  -3.00867  0.4913
H  -0.38592  -4.33820  0.79823  0.6072
H  1.78250  -3.62303  -0.16336  0.5276
H  3.13776  0.29382  -3.57611  0.4417
H  4.04275  -1.10560  -3.03240  0.4461
H  1.21588  1.15134  -1.95071  -0.1072
H  2.49865  -1.16597  1.27496  0.5004
N  -0.35734  3.40880  -2.36961  -0.3770
C  0.22240  3.58277  -1.16739  0.2232
N  1.09832  4.58796  -1.01795  -0.3776
O  -0.06560  2.80867  -0.22945  -0.4182
H  -0.29698  4.09966  -3.09922  0.2283
H  -1.10055  2.73252  -2.42441  0.1769
H  1.27742  5.26475  -1.74042  0.1999
H  1.49479  4.74667  -0.10878  0.2795

Values from the calculation:
- Strongest force on any atom: 2.407 eV/Å
- Kohn-Sham gap: 7.612 eV
- Net charge: +2
- ΔE to the lowest compared entry with this formula, charge and spin: 17.25 kcal per mole
- E_LUMO: -4.98 eV
- E: -9914.74814 a.u.
- HOMO energy: -0.4627 Ha